Computed, not measured: a structure of composition C28H29BBrCoN3O3, with ωB97M-V/def2-TZVPD.

Each line ends with the Löwdin charge.
CARTESIAN COORDINATES (ANGSTROEM)
1 Co -0.4104 -0.6135 -0.5743  0.474
2 Br 3.3357 3.8885 -4.9588  0.763
3 C 2.1180 2.7835 -4.0274  -0.692
4 C 0.7637 2.7742 -4.3994  -0.091
5 C -0.1338 1.9805 -3.7356  0.010
6 C 0.2690 1.1571 -2.6643  -0.299
7 O -0.6392 0.4357 -2.0590  -0.112
8 C 1.6379 1.1681 -2.3003  -0.116
9 C 2.1641 0.3510 -1.2617  -0.007
10 N 1.4715 -0.4368 -0.5103  0.054
11 C 2.0626 -1.2693 0.4724  -0.148
12 C 3.3872 -1.5430 0.6604  0.020
13 C 3.7935 -2.3869 1.7181  -0.042
14 C 2.8894 -2.9338 2.5817  -0.010
15 C 1.5099 -2.6700 2.4103  -0.131
16 C 0.4910 -3.1409 3.2698  0.027
17 C -0.8062 -2.7878 3.0368  -0.014
18 C -1.1132 -1.9983 1.9153  -0.078
19 N -0.1994 -1.5818 1.0714  0.058
20 C 1.1142 -1.8688 1.3302  -0.112
21 C 2.5461 1.9951 -3.0030  -0.075
22 H 0.4329 3.4024 -5.2158  0.111
23 H -1.1797 1.9733 -4.0124  0.126
24 H 3.2408 0.3983 -1.1058  0.138
25 H 4.1432 -1.1271 0.0073  0.116
26 H 4.8481 -2.5898 1.8452  0.117
27 H 3.2159 -3.5624 3.3997  0.124
28 H 0.7517 -3.7602 4.1192  0.131
29 H -1.6023 -3.1086 3.6932  0.118
30 H -2.1344 -1.7061 1.7018  0.128
31 H 3.5905 1.9949 -2.7160  0.114
32 C -2.0396 2.1427 3.0204  -0.006
33 C -1.8581 2.5529 1.5674  -0.448
34 C -2.9800 3.4723 1.1299  0.000
35 O -1.9464 1.3268 0.7750  0.123
36 B -0.6744 0.9846 0.4190  -0.575
37 O 0.2814 1.8765 0.7856  0.134
38 C -0.4156 3.0805 1.2390  -0.442
39 C -0.3764 4.0547 0.0719  0.003
40 C 0.3419 3.6385 2.4258  0.000
41 H -3.0110 1.6604 3.1303  0.096
42 H -2.0082 3.0067 3.6838  0.098
43 H -1.2661 1.4374 3.3300  0.094
44 H -3.9377 3.0277 1.3995  0.096
45 H -2.9669 3.6349 0.0545  0.091
46 H -2.9014 4.4379 1.6326  0.103
47 H -0.8602 3.6316 -0.8106  0.096
48 H 0.6640 4.2623 -0.1788  0.100
49 H -0.8657 4.9952 0.3241  0.099
50 H 0.4624 2.8957 3.2116  0.088
51 H -0.1789 4.5047 2.8375  0.103
52 H 1.3310 3.9613 2.1019  0.097
53 N -2.1685 -1.5045 -1.1380  0.091
54 C -1.5732 -2.7784 -1.4521  -0.298
55 C -0.6332 -2.8385 -2.4739  -0.030
56 C 0.0388 -4.0317 -2.7157  -0.057
57 C -0.2220 -5.1515 -1.9437  -0.071
58 C -1.1726 -5.0840 -0.9313  -0.061
59 C -1.8494 -3.9018 -0.6842  -0.041
60 H -2.9901 -1.5913 -0.5523  0.124
61 H -2.4165 -0.9859 -1.9763  0.125
62 H -0.4371 -1.9623 -3.0811  0.116
63 H 0.7623 -4.0804 -3.5184  0.113
64 H 0.2991 -6.0793 -2.1363  0.110
65 H -1.3946 -5.9602 -0.3366  0.112
66 H -2.5954 -3.8530 0.1011  0.114

Properties
Maximum force (eV/A): 0.61
Energy relative to the best compared isomer or geometry (same formula, charge and spin) (eV): 0.0000
HOMO energy (Ha): -0.3872
Multiplicity: 1
Charge: +1